This record from the OMol25 dataset describes an isolated ion of composition C3H10NP2 and charge +1. The level of theory is ωB97M-V with the def2-TZVPD basis set.

Last column: Mulliken charge in e.
Cartesian coordinates (Å):
C: 1.220 -1.620 -0.107  -0.46
C: -0.421 0.838 0.402  -0.18
C: -1.189 0.708 -0.908  -0.95
N: -0.259 -0.450 1.084  -0.52
P: 2.334 -0.296 -0.155  0.00
P: 1.368 1.659 0.173  0.06
H: 1.295 -2.451 0.583  0.37
H: 0.687 -1.654 -1.027  0.49
H: -0.838 1.604 1.088  0.48
H: -0.831 1.392 -1.740  0.31
H: -2.236 1.060 -0.764  0.29
H: -0.786 -0.272 -1.156  0.27
H: -1.012 -1.128 0.872  0.33
H: 0.265 -0.441 1.944  0.32
H: 3.016 -0.698 0.984  0.08
H: 1.318 1.662 -1.294  0.11

Atoms 1-2, force components in eV/Å:
-0.8 2.2 0.8
1.4 1.4 0.9

- F_max (eV/A) = 2.6
- total charge = +1
- relative energy (zero: lowest compared OMol25 entry of this formula, charge and spin) (eV) = 2.400
- HOMO-LUMO gap (spin up / spin down) (eV) = 7.9 / 7.9
- DFT total energy (hartree) = -857.390474

This record from the OMol25 dataset describes a 2-piece molecular cluster, C3H10NS overall. The level of theory is ωB97M-V with the def2-TZVPD basis set.

Last column: Mulliken charge in e.
Cartesian coordinates (Å):
C: 1.497 -1.484 -1.366  -0.65
N: 1.013 -1.615 0.019  -0.59
H: 1.735 -2.445 -1.832  0.32
H: 0.763 -0.925 -1.948  0.24
H: 2.438 -0.918 -1.367  0.19
H: 0.957 -2.612 0.254  0.23
H: -0.002 -1.400 -0.004  0.09
C: -0.403 1.936 0.734  -0.87
C: -1.628 1.055 0.972  -0.51
S: -1.972 -0.089 -0.485  -0.73
H: 0.449 1.371 0.392  0.22
H: -0.713 2.730 0.052  0.25
H: -0.140 2.440 1.673  0.29
H: -1.427 0.377 1.802  0.23
H: -2.568 1.579 1.104  0.28

Atoms 1-2, force components in eV/Å:
0.4 0.2 0.4
-0.8 -1.0 0.0

- F_max (eV/A) = 2.0
- total charge = -1
- relative energy (zero: lowest compared OMol25 entry of this formula, charge and spin) (eV) = 0.828
- HOMO-LUMO gap (eV) = 6.6
- DFT total energy (hartree) = -573.251682

This record from the OMol25 dataset describes a 2-piece molecular cluster, C3H10NS overall. The level of theory is ωB97M-V with the def2-TZVPD basis set.

Last column: Mulliken charge in e.
Cartesian coordinates (Å):
C: -2.760 1.606 -0.570  -0.79
S: -1.598 0.509 0.310  -0.69
H: -3.481 1.067 -1.184  0.20
H: -3.360 2.180 0.139  0.19
H: -2.229 2.327 -1.201  0.19
C: 1.372 -1.948 0.377  -1.10
C: 1.997 -0.553 0.490  -0.14
N: 2.675 -0.124 -0.732  -0.61
H: 0.935 -2.266 1.324  0.28
H: 0.627 -1.896 -0.427  0.27
H: 2.037 -2.689 -0.022  0.40
H: 1.144 0.079 0.712  0.13
H: 2.729 -0.523 1.307  0.23
H: 3.076 -0.931 -1.193  0.20
H: 2.078 0.350 -1.396  0.26

Atoms 1-2, force components in eV/Å:
0.1 0.2 0.2
0.1 -0.1 -0.1

- F_max (eV/A) = 1.1
- total charge = -1
- relative energy (zero: lowest compared OMol25 entry of this formula, charge and spin) (eV) = 0.863
- HOMO-LUMO gap (eV) = 6.3
- DFT total energy (hartree) = -573.250398

This record from the OMol25 dataset describes C3H10NS as an isolated structure. The level of theory is ωB97M-V with the def2-TZVPD basis set.

Last column: Mulliken charge in e.
Cartesian coordinates (Å):
C: -0.837 -0.302 -2.168  -0.14
N: 0.157 0.416 -1.800  -0.23
H: -1.113 -1.182 -1.620  0.25
H: -1.429 0.014 -3.056  0.27
H: 0.299 1.271 -2.363  0.24
H: 0.944 0.256 -0.761  0.29
C: -0.764 -0.522 1.204  -1.01
C: 0.618 0.088 1.695  -0.30
S: 1.948 0.035 0.425  -0.21
H: -0.700 -1.429 0.570  0.26
H: -1.402 0.215 0.617  0.32
H: -1.365 -0.889 2.065  0.34
H: 0.522 1.118 2.115  0.36
H: 1.009 -0.486 2.582  0.31
H: 2.111 1.396 0.495  0.26

Atoms 1-2, force components in eV/Å:
0.5 1.5 -0.8
-0.8 0.2 -0.4

- F_max (eV/A) = 1.9
- total charge = +1
- relative energy (zero: lowest compared OMol25 entry of this formula, charge and spin) (eV) = 1.776
- HOMO-LUMO gap (eV) = 10.5
- DFT total energy (hartree) = -572.933921

This record from the OMol25 dataset describes an isolated ion of composition C3H10NS and charge +1. The level of theory is ωB97M-V with the def2-TZVPD basis set.

Last column: Mulliken charge in e.
Cartesian coordinates (Å):
C: -0.922 -0.986 1.872  -1.30
C: -0.444 -0.674 0.435  0.08
N: 1.138 -0.909 0.560  -0.31
C: -0.689 0.701 -0.095  -0.69
S: 0.329 1.025 -1.577  -0.23
H: -0.622 -1.988 2.114  0.41
H: -1.985 -0.794 1.970  0.37
H: -0.474 -0.160 2.446  0.39
H: -0.688 -1.484 -0.259  0.36
H: 1.493 -0.212 -0.134  0.23
H: 1.604 -0.711 1.453  0.37
H: 1.350 -1.901 0.440  0.35
H: -1.709 0.752 -0.493  0.41
H: -0.572 1.508 0.627  0.37
H: -0.117 2.271 -1.733  0.19

Atoms 1-2, force components in eV/Å:
-0.1 2.1 -1.4
1.3 -1.5 1.6

- structure (SMILES) = C[C@H]([NH3+])CS
- F_max (eV/A) = 2.5
- total charge = +1
- relative energy (zero: lowest compared OMol25 entry of this formula, charge and spin) (eV) = 0.584
- HOMO-LUMO gap (eV) = 10.2
- DFT total energy (hartree) = -572.977715

This record from the OMol25 dataset describes an isolated ion of composition C3H10NS2 and charge +1. The level of theory is ωB97M-V with the def2-TZVPD basis set.

Last column: Mulliken charge in e.
Cartesian coordinates (Å):
C: -1.637 -0.271 0.669  -1.24
C: -0.377 0.570 0.212  -0.84
N: -0.375 0.639 -1.296  -0.07
C: 0.897 -0.058 0.642  -0.05
S: 0.700 -1.791 -0.055  -0.24
S: 2.286 1.178 0.114  -0.21
H: -1.484 -1.289 0.439  0.42
H: -2.012 -0.098 1.720  0.34
H: -2.447 -0.108 0.070  0.50
H: -0.337 1.629 0.647  0.43
H: -1.339 0.899 -1.537  0.37
H: -0.285 -0.416 -1.418  0.41
H: 0.460 1.164 -1.559  0.31
H: 0.879 -0.031 1.684  0.46
H: 1.883 -2.433 0.223  0.22
H: 3.188 0.416 -0.553  0.22

Atoms 1-2, force components in eV/Å:
1.5 1.4 1.7
-1.6 1.7 1.6

- structure (SMILES) = C[C@H]([NH3+])C(S)S
- F_max (eV/A) = 3.2
- total charge = +1
- relative energy (zero: lowest compared OMol25 entry of this formula, charge and spin) (eV) = 1.696
- HOMO-LUMO gap (eV) = 10.6
- DFT total energy (hartree) = -971.132198

This record from the OMol25 dataset describes a 2-piece molecular cluster, C3H10NS2 overall. The level of theory is ωB97M-V with the def2-TZVPD basis set.

Last column: Mulliken charge in e.
Cartesian coordinates (Å):
C: 1.271 -1.085 -2.470  -1.11
C: 0.642 -0.268 -1.376  0.04
C: -0.564 -0.616 -0.850  -0.15
N: -1.274 0.368 0.019  -0.16
H: 0.578 -1.925 -2.683  0.30
H: 1.468 -0.525 -3.392  0.32
H: 2.232 -1.481 -2.143  0.31
H: 1.190 0.633 -1.028  0.27
H: -1.090 -1.542 -1.097  0.31
H: -0.552 0.913 0.416  0.08
H: -1.854 1.015 -0.494  0.36
H: -1.815 0.066 0.833  0.39
S: -0.759 0.224 3.454  -0.20
S: 0.218 1.849 2.645  -0.22
H: -1.009 0.617 4.743  0.22
H: 1.318 1.759 3.425  0.24

Atoms 1-2, force components in eV/Å:
-0.6 -0.7 0.4
-1.3 0.0 0.5

- F_max (eV/A) = 1.9
- total charge = +1
- relative energy (zero: lowest compared OMol25 entry of this formula, charge and spin) (eV) = 1.312
- HOMO-LUMO gap (eV) = 9.7
- DFT total energy (hartree) = -971.146320

This record from the OMol25 dataset describes an isolated ion of composition C3H10NS2 and charge +1. The level of theory is ωB97M-V with the def2-TZVPD basis set.

Last column: Mulliken charge in e.
Cartesian coordinates (Å):
C: -2.409 -0.892 -1.614  -0.81
S: -0.635 -0.713 -1.723  -0.02
S: -0.017 0.492 -0.304  -0.09
C: 0.187 -0.381 1.336  -0.71
C: 0.945 0.640 2.134  -0.56
N: 2.365 0.702 1.597  -0.32
H: -2.998 0.023 -1.538  0.33
H: -2.767 -1.513 -0.814  0.30
H: -2.692 -1.364 -2.551  0.31
H: 0.732 -1.315 1.199  0.38
H: -0.795 -0.626 1.704  0.41
H: 0.525 1.636 2.043  0.34
H: 1.042 0.459 3.192  0.36
H: 2.512 0.012 0.844  0.36
H: 3.110 0.637 2.290  0.35
H: 2.539 1.559 1.101  0.35

Atoms 1-2, force components in eV/Å:
-0.9 0.4 0.0
0.1 -1.1 -0.8

- structure (SMILES) = CSSCC[NH3+]
- F_max (eV/A) = 1.5
- total charge = +1
- relative energy (zero: lowest compared OMol25 entry of this formula, charge and spin) (eV) = 0.584
- HOMO-LUMO gap (eV) = 8.8
- DFT total energy (hartree) = -971.173083

This record from the OMol25 dataset describes a 2-piece molecular cluster, C3H10O2S2 overall. The level of theory is ωB97M-V with the def2-TZVPD basis set.

Last column: Mulliken charge in e.
Cartesian coordinates (Å):
O: -1.209 1.721 0.888  -0.53
C: -0.263 0.599 1.004  -0.59
C: -0.153 -0.192 -0.341  -0.36
C: 0.763 0.523 -1.395  -0.63
S: 1.618 1.965 -0.884  -0.12
S: 0.864 3.412 -2.190  -0.22
H: -0.763 2.529 1.156  0.31
H: -0.947 -0.092 1.592  0.20
H: 0.571 1.008 1.533  0.52
H: -1.193 -0.176 -0.642  0.27
H: 0.140 -1.221 -0.097  0.24
H: 0.121 0.696 -2.267  0.36
H: 1.417 -0.233 -1.854  0.40
H: -0.158 3.931 -1.464  0.15
O: -0.431 -4.463 1.813  -0.62
H: 0.112 -4.629 1.032  0.31
H: -0.489 -5.379 2.118  0.31

Atoms 1-2, force components in eV/Å:
0.6 -0.1 -0.6
-3.7 -0.9 0.1

- structure (SMILES) = OCCCSS.O
- F_max (eV/A) = 3.8
- relative energy (zero: lowest compared OMol25 entry of this formula, charge and spin) (eV) = 0.966
- HOMO-LUMO gap (eV) = 9.6
- DFT total energy (hartree) = -1067.110849

This record from the OMol25 dataset describes a 2-piece molecular cluster, C3H10O2S2 overall. The level of theory is ωB97M-V with the def2-TZVPD basis set.

Last column: Mulliken charge in e.
Cartesian coordinates (Å):
O: -0.213 1.336 1.933  -0.53
C: -0.035 -0.085 1.618  -0.56
C: 0.867 -0.294 0.294  -0.57
C: 0.021 0.331 -0.914  -0.75
S: -1.551 -0.518 -0.997  -0.03
S: -2.618 1.149 -1.498  -0.20
H: -1.203 1.558 1.605  0.33
H: -0.987 -0.592 1.618  0.40
H: 0.456 -0.421 2.536  0.29
H: 1.085 -1.319 0.117  0.36
H: 1.751 0.336 0.361  0.30
H: 0.532 0.252 -1.909  0.34
H: -0.210 1.393 -0.709  0.43
H: -1.569 1.695 -2.205  0.18
O: 6.425 -2.371 1.766  -0.64
H: 6.082 -2.918 1.058  0.32
H: 5.942 -1.521 1.865  0.32

Atoms 1-2, force components in eV/Å:
-3.8 -0.2 -2.0
1.8 0.9 0.4

- structure (SMILES) = OCCCSS.O
- F_max (eV/A) = 4.3
- relative energy (zero: lowest compared OMol25 entry of this formula, charge and spin) (eV) = 1.177
- HOMO-LUMO gap (eV) = 8.8
- DFT total energy (hartree) = -1067.103099

This record from the OMol25 dataset describes a 3-piece molecular cluster, C3H10O3 overall. The level of theory is ωB97M-V with the def2-TZVPD basis set.

Last column: Mulliken charge in e.
Cartesian coordinates (Å):
C: 1.126 -1.467 1.661  -0.56
C: 0.355 -0.796 0.709  0.71
O: 0.963 -0.618 -0.463  -0.36
C: -1.042 -0.382 0.816  -0.63
H: 0.781 -2.174 2.401  0.35
H: 2.201 -1.346 1.559  0.33
H: 0.651 -1.399 -0.979  0.41
H: -1.626 -1.239 1.143  0.42
H: -1.421 -0.045 -0.127  0.32
H: -1.129 0.448 1.516  -0.03
H: 2.139 1.999 -6.635  0.33
H: 1.730 0.590 -6.395  0.32
O: 1.811 1.427 -5.924  -0.65
H: -1.604 1.274 3.180  0.32
H: -2.752 2.231 3.634  0.34
O: -2.182 1.499 3.904  -0.63

Atoms 1-2, force components in eV/Å:
1.0 0.1 0.1
-0.4 0.0 -0.4

- F_max (eV/A) = 1.1
- total charge = +1
- relative energy (zero: lowest compared OMol25 entry of this formula, charge and spin) (eV) = 1.591
- HOMO-LUMO gap (spin up / spin down) (eV) = 7.9 / 5.0
- multiplicity = 2
- expectation value of S² = 0.754
- DFT total energy (hartree) = -345.630679

This record from the OMol25 dataset describes a 3-piece molecular cluster, C3H10O3S overall. The level of theory is ωB97M-V with the def2-TZVPD basis set.

Last column: Mulliken charge in e.
Cartesian coordinates (Å):
C: -0.878 0.602 0.133  -0.30
O: -1.533 1.851 0.229  -0.52
C: 0.669 0.726 0.130  -0.49
C: 1.477 -0.543 -0.229  -0.46
S: 3.183 -0.077 -0.571  -0.71
H: -1.341 -0.086 0.865  0.16
H: -1.069 0.228 -0.896  0.25
H: 1.001 1.259 1.030  0.34
H: 0.824 1.440 -0.676  0.22
H: 0.903 -0.865 -1.092  0.26
H: 1.321 -1.279 0.576  -0.04
H: 0.075 -2.964 0.649  0.33
H: -1.077 -2.093 0.957  0.36
O: -0.781 -2.985 1.111  -0.71
H: -2.479 1.687 -0.018  0.31
H: -4.204 1.270 -1.054  0.15
O: -4.199 0.850 -0.175  -1.15

Atoms 1-2, force components in eV/Å:
0.2 -0.3 -1.2
0.4 0.3 0.1

- F_max (eV/A) = 2.0
- total charge = -2
- relative energy (zero: lowest compared OMol25 entry of this formula, charge and spin) (eV) = 1.087
- HOMO-LUMO gap (eV) = 6.0
- DFT total energy (hartree) = -744.145900